Entry 1:
Below is a structure of composition C30H45Cl2N2PYb, with properties calculated with ωB97M-V/def2-TZVPD.

Charge ... -1
Lowest unoccupied orbital energy (alpha / beta) ... 2.4 / 2.4 eV
2S+1 ... 2

Structure (XYZ):
```
81
Properties=species:S:1:pos:R:3:mulliken_spin:R:1
Yb -0.609 0.055 2.661 0.002
Cl 1.349 -1.502 2.650 0.000
Cl -2.380 -0.070 0.847 0.001
P 0.543 -1.037 -1.355 0.010
N -1.352 1.872 5.061 -0.002
N -2.306 -0.046 4.205 0.001
C -1.672 -2.756 -1.337 0.002
C -1.019 3.457 1.232 0.206
C -4.329 -0.076 6.025 0.000
C 2.274 -0.839 -0.880 -0.012
C -0.987 2.445 -3.041 0.001
C -0.179 1.666 -2.007 0.027
C -4.312 -1.018 4.982 -0.001
C -2.172 -4.196 -1.386 0.000
C -0.102 -4.948 -0.078 0.000
C 0.727 1.854 1.906 0.526
C -1.417 4.771 1.038 -0.122
C -0.595 0.560 -4.763 0.000
C 1.238 4.294 1.911 0.223
C 4.306 0.568 -0.573 0.003
C 5.066 -0.390 -1.502 0.000
C 0.221 -0.203 -3.732 0.003
C -1.618 -5.086 -0.264 0.000
C -3.359 0.928 6.102 0.000
C -3.287 -0.959 4.057 0.000
C -0.325 0.168 -2.347 -0.017
C -0.127 -2.733 -1.253 0.008
C 0.353 3.163 1.684 -0.069
C -2.346 0.940 5.120 -0.006
C 0.366 -3.499 0.000 0.000
C -0.616 2.068 -4.485 0.000
C 2.809 0.606 -0.871 0.029
C 0.795 5.589 1.733 -0.131
C -0.530 5.846 1.296 0.274
C 4.461 -1.795 -1.568 0.000
C 2.976 -1.757 -1.891 0.001
H 1.289 0.068 -3.782 -0.001
H -5.113 -0.129 6.768 0.000
H 0.877 1.963 -2.048 -0.002
H -3.191 -1.596 3.163 0.000
H -1.408 -0.072 -2.258 -0.002
H -1.616 0.167 -4.731 0.000
H 5.079 0.037 -2.513 0.000
H 0.219 -5.476 0.827 0.000
H 0.379 2.474 -4.705 0.000
H -0.727 1.971 4.257 0.010
H 2.798 -1.362 -2.906 0.000
H 2.258 1.194 -0.117 0.013
H -3.327 1.695 6.876 0.000
H 1.453 6.425 1.926 -0.007
H -3.266 -4.192 -1.357 0.000
H 1.796 1.629 2.090 0.011
H -1.377 2.661 5.715 -0.002
H 4.583 -2.294 -0.601 0.000
H -0.535 1.849 -0.983 -0.026
H 4.958 -2.399 -2.330 0.000
H -1.872 -4.621 -2.353 0.000
H 0.406 -5.421 -0.930 0.000
H -2.080 -2.212 -0.468 -0.001
H -2.119 -4.829 0.678 0.000
H 1.463 -3.464 0.083 -0.001
H 2.344 -1.223 0.168 0.003
H -1.859 -6.132 -0.483 0.000
H -1.320 2.544 -5.176 0.000
H -1.686 2.597 1.053 0.028
H -0.842 3.520 -2.885 0.002
H -0.874 6.883 1.149 0.024
H 2.546 -2.770 -1.854 0.000
H 4.437 0.251 0.467 0.000
H -5.055 -1.801 4.862 0.000
H 0.324 -3.170 -2.179 -0.001
H -2.048 2.231 -2.869 0.000
H -2.011 -2.211 -2.231 0.000
H -0.001 -2.998 0.912 0.001
H -2.422 4.978 0.688 -0.007
H 2.642 1.059 -1.861 -0.004
H -0.179 0.346 -5.749 0.000
H 2.267 4.069 2.246 0.003
H 0.145 -1.290 -3.894 0.000
H 6.108 -0.465 -1.172 0.000
H 4.711 1.579 -0.671 0.000
```

Entry 2:
Below is a cluster of 2 separate species, C5H13NO in total, with properties calculated with ωB97M-V/def2-TZVPD.

ΔE to the lowest compared entry with this formula, charge and spin ... 1.7975 eV
SMILES ... CC/C=C(/C)N.O
Charge ... 0
Lowest unoccupied orbital energy ... 0.7 eV
2S+1 ... 1

Structure (XYZ):
```
20
Properties=species:S:1:pos:R:3:nbo_charge:R:1
O -2.252 3.426 -3.529 -0.945
N -0.977 -0.956 1.441 -0.826
C 0.529 1.692 0.536 -0.605
C 1.139 -0.890 0.242 -0.357
C 0.033 -3.057 0.834 -0.649
C 0.111 -1.545 0.838 0.225
C 1.244 0.534 -0.216 -0.421
H 1.983 -1.571 0.333 0.205
H -0.527 1.433 0.691 0.183
H 0.792 -3.407 0.165 0.226
H -1.644 -1.456 1.994 0.382
H 2.294 0.832 -0.209 0.206
H 0.459 2.497 -0.207 0.211
H -1.512 3.184 -2.966 0.472
H -0.956 0.004 1.697 0.381
H 0.361 -3.400 1.823 0.210
H -1.936 3.653 -4.401 0.472
H 0.885 0.581 -1.240 0.198
H -0.967 -3.426 0.648 0.220
H 0.940 1.873 1.524 0.210
```

Entry 3:
Below is the molecule C21H24INO2S2, with properties calculated with ωB97M-V/def2-TZVPD.

SMILES ... C[C@@H](I)CC(=O)OCCCCSC(=S)N(c1ccccc1)c1ccccc1
Charge ... 0
Lowest unoccupied orbital energy ... -0.9 eV
2S+1 ... 1

Structure (XYZ):
```
51
Properties=species:S:1:pos:R:3:nbo_charge:R:1
I 4.318 3.011 4.013 0.067
S -1.400 -0.368 2.915 0.048
S -0.025 -2.691 1.458 0.216
O 2.565 2.284 -1.015 -0.608
O 3.635 0.089 -0.434 -0.542
N -1.480 -0.503 0.077 -0.583
C -2.455 -1.259 -2.379 -0.226
C 2.072 -2.599 -0.639 -0.419
C 3.190 2.582 2.148 -0.295
C -1.039 -1.108 1.390 -0.073
C -2.987 4.073 0.666 -0.232
C -0.988 2.141 0.273 -0.218
C 2.255 1.264 2.492 -0.681
C 3.202 -0.435 -1.738 -0.092
C -2.082 0.876 0.232 0.142
C -3.314 -2.230 -3.389 -0.228
C 1.774 -1.207 -1.513 -0.447
C -4.081 2.831 0.600 -0.225
C 3.411 1.536 -0.303 0.799
C 4.271 2.300 0.908 -0.521
C -4.119 -3.513 -2.706 -0.230
C -4.045 -3.702 -1.066 -0.229
C -3.177 -2.713 -0.083 -0.248
C -3.673 1.238 0.395 -0.228
C -2.340 -1.436 -0.746 0.143
C -1.396 3.716 0.474 -0.234
C 1.762 -2.376 0.985 -0.547
H 1.261 -1.574 -2.514 0.233
H -4.712 -4.222 -3.426 0.239
H -0.517 4.520 0.494 0.245
H -3.262 5.205 0.840 0.241
H -4.630 -4.632 -0.620 0.240
H 2.114 -1.294 1.266 0.242
H -3.143 -2.917 1.089 0.253
H 3.992 -1.281 -2.030 0.194
H 1.480 0.996 1.651 0.225
H -3.290 -1.999 -4.541 0.244
H 2.914 0.296 2.685 0.225
H 2.566 3.544 1.910 0.241
H 1.043 -0.570 -0.840 0.231
H 5.047 1.534 1.342 0.239
H 1.393 -3.456 -1.066 0.229
H 0.162 1.884 0.147 0.238
H -1.853 -0.352 -2.858 0.242
H 2.424 -3.146 1.609 0.249
H 1.617 1.418 3.488 0.252
H -5.222 3.153 0.743 0.238
H -4.465 0.366 0.378 0.257
H 4.782 3.291 0.552 0.265
H 3.222 0.335 -2.618 0.223
H 3.222 -2.895 -0.698 0.206
```

Entry 4:
Below is a cluster of 9 separate species, C39H97N2O14P3 in total, with properties calculated with ωB97M-V/def2-TZVPD.

Charge ... -1
Lowest unoccupied orbital energy (alpha / beta) ... 2.1 / 2.1 eV
2S+1 ... 2

Structure (XYZ):
```
155
Properties=species:S:1:pos:R:3:mulliken_spin:R:1
P 30.875 -20.525 -23.394 0.005
P 22.030 -21.849 -22.042 0.006
P 31.668 -13.574 -19.890 -0.181
O 32.726 -13.240 -21.118 -0.045
O 29.309 -19.925 -17.207 -0.467
O 21.457 -20.602 -21.167 -0.192
O 21.233 -23.167 -21.507 -0.072
O 32.046 -19.594 -23.770 -0.007
O 29.465 -19.738 -22.934 -0.032
O 31.127 -14.982 -19.870 0.034
O 32.511 -13.230 -18.599 -0.064
O 30.626 -12.348 -20.078 -0.267
O 23.536 -22.021 -21.391 0.054
O 31.074 -21.601 -22.178 -0.011
O 21.970 -21.700 -23.518 -0.034
O 26.713 -24.471 -22.262 -0.016
O 30.478 -21.498 -24.635 -0.005
N 27.408 -22.903 -20.724 0.003
N 28.335 -17.948 -17.945 -0.548
C 23.641 -17.500 -19.109 -0.409
C 27.852 -15.354 -21.340 -0.430
C 29.332 -22.415 -24.547 0.002
C 26.462 -21.803 -10.828 0.018
C 20.600 -16.946 -13.500 0.016
C 32.347 -22.008 -21.821 0.035
C 28.311 -19.202 -17.501 0.720
C 22.991 -18.158 -17.945 -0.240
C 34.341 -18.660 -16.582 0.008
C 38.675 -20.730 -16.082 0.000
C 33.574 -14.124 -18.151 0.070
C 27.240 -15.716 -22.696 0.151
C 26.562 -21.485 -13.438 -0.062
C 19.990 -23.557 -21.984 0.093
C 29.294 -12.478 -19.823 0.576
C 27.749 -25.396 -20.446 0.102
C 26.514 -22.455 -12.237 -0.019
C 36.776 -19.356 -17.304 0.000
C 21.906 -16.769 -14.450 0.041
C 26.986 -21.726 -21.430 0.149
C 20.768 -19.598 -21.843 0.320
C 25.969 -12.765 -24.932 0.003
C 26.272 -14.768 -23.422 0.095
C 23.633 -22.210 -19.990 -0.175
C 37.222 -20.208 -15.992 0.000
C 32.892 -18.529 -16.960 -0.032
C 26.930 -13.561 -24.072 -0.024
C 27.277 -24.184 -21.254 -0.058
C 22.004 -17.781 -15.646 -0.237
C 33.497 -12.005 -21.166 0.043
C 35.212 -19.359 -17.675 0.009
C 26.799 -15.244 -20.143 0.318
C 29.301 -18.875 -21.837 -0.026
C 25.309 -20.627 -13.559 0.108
C 22.836 -17.208 -16.714 0.453
C 24.022 -21.297 -13.792 -0.053
C 26.923 -19.877 -17.459 0.108
C 23.849 -21.887 -15.192 0.003
C 29.664 -17.320 -18.080 0.547
H 28.719 -22.272 -25.437 -0.001
H 37.284 -19.418 -15.243 0.001
H 29.037 -13.400 -19.302 -0.080
H 29.028 -17.869 -22.155 0.006
H 23.338 -19.117 -17.561 -0.109
H 25.882 -13.277 -25.891 -0.003
H 25.888 -14.689 -20.366 -0.119
H 33.022 -21.577 -22.560 -0.004
H 28.732 -12.474 -20.757 0.004
H 28.522 -25.902 -21.024 -0.009
H 32.604 -23.067 -21.796 -0.005
H 22.847 -22.314 -15.239 -0.035
H 28.066 -15.923 -23.376 -0.035
H 27.378 -12.988 -23.260 0.040
H 26.542 -20.156 -18.441 0.039
H 30.294 -17.642 -18.909 0.178
H 27.456 -20.882 -13.274 -0.006
H 34.770 -20.330 -17.900 -0.004
H 29.402 -16.305 -18.379 -0.057
H 28.215 -24.998 -19.544 -0.027
H 19.145 -23.264 -21.362 -0.010
H 22.302 -16.313 -17.033 -0.001
H 33.220 -11.217 -21.865 -0.006
H 26.073 -21.928 -21.989 0.023
H 27.390 -14.830 -19.326 -0.132
H 25.657 -15.221 -24.200 -0.020
H 21.458 -18.783 -22.061 -0.056
H 34.810 -17.687 -16.435 0.021
H 25.545 -19.889 -14.325 0.098
H 23.729 -18.309 -19.834 0.235
H 34.060 -13.765 -17.243 -0.033
H 22.027 -18.414 -18.386 0.035
H 33.113 -15.095 -17.971 0.060
H 23.873 -21.065 -15.907 0.120
H 24.642 -17.072 -19.077 0.393
H 24.948 -12.605 -24.586 -0.014
H 37.094 -18.315 -17.251 0.000
H 26.847 -20.749 -16.809 0.104
H 26.175 -19.231 -16.998 -0.134
H 34.902 -18.783 -18.547 0.003
H 32.396 -19.491 -17.087 0.006
H 21.684 -15.785 -14.863 -0.003
H 26.592 -22.469 -9.975 0.002
H 32.929 -17.932 -17.871 -0.007
H 34.367 -19.014 -15.551 -0.005
H 20.853 -17.745 -12.803 -0.009
H 30.224 -17.282 -17.146 0.124
H 23.847 -22.096 -13.070 -0.021
H 28.991 -11.605 -19.245 -0.084
H 26.581 -20.967 -20.761 -0.015
H 26.437 -11.794 -25.091 -0.004
H 20.344 -19.925 -22.793 0.018
H 25.428 -21.459 -10.814 -0.002
H 26.442 -16.221 -19.817 0.316
H 24.586 -22.657 -15.419 -0.048
H 26.944 -26.115 -20.297 -0.008
H 29.809 -23.387 -24.668 -0.006
H 37.367 -19.665 -18.166 -0.001
H 19.740 -23.057 -22.919 0.005
H 22.650 -22.235 -19.521 0.035
H 27.733 -21.421 -22.163 0.002
H 27.812 -13.758 -24.683 0.016
H 25.177 -20.038 -12.651 -0.007
H 21.007 -17.926 -16.062 -0.026
H 32.565 -21.707 -20.797 0.009
H 38.647 -21.609 -15.438 0.000
H 24.336 -21.482 -19.582 0.175
H 24.072 -23.199 -19.863 -0.031
H 22.488 -18.666 -15.231 0.199
H 33.438 -11.460 -20.224 0.001
H 26.732 -16.658 -22.487 0.040
H 27.837 -22.856 -19.810 0.019
H 27.476 -22.964 -12.292 -0.018
H 32.277 -17.979 -16.248 -0.002
H 34.544 -12.243 -21.355 -0.002
H 22.788 -16.771 -13.810 -0.039
H 28.519 -19.320 -21.221 0.043
H 38.963 -21.070 -17.076 0.000
H 20.399 -16.041 -12.926 -0.002
H 23.833 -17.062 -16.297 -0.041
H 19.714 -17.074 -14.122 -0.006
H 19.908 -24.603 -22.281 -0.007
H 23.061 -16.616 -19.375 -0.239
H 39.497 -20.189 -15.613 0.000
H 34.391 -14.153 -18.872 0.016
H 36.652 -20.984 -15.482 -0.001
H 28.578 -14.561 -21.518 -0.129
H 28.774 -22.288 -23.619 0.003
H 30.091 -18.763 -21.095 0.022
H 27.166 -20.971 -10.840 -0.013
H 19.984 -19.438 -21.103 -0.028
H 25.719 -14.158 -22.709 0.065
H 25.732 -23.189 -12.428 0.017
H 28.501 -16.104 -20.889 0.042
H 27.480 -17.528 -18.282 -0.258
H 23.184 -20.606 -13.699 0.035
H 26.834 -21.952 -14.385 0.006
```

Entry 5:
Below is the molecule C4H7N3, with properties calculated with ωB97M-V/def2-TZVPD.

ΔE to the lowest compared entry with this formula, charge and spin ... 0.4287 eV
SMILES ... [H]/N=C(\C#N)NCC
Charge ... 0
Lowest unoccupied orbital energy ... 0.8 eV
2S+1 ... 1

Structure (XYZ):
```
14
Properties=species:S:1:pos:R:3:nbo_charge:R:1
N 3.424 1.530 0.207 -0.273
N 0.273 0.255 0.523 -0.578
N 1.579 -1.295 -0.621 -0.679
C -0.967 -0.492 0.404 -0.230
C 2.538 0.792 0.118 0.206
C 1.441 -0.171 -0.031 0.339
C -2.048 0.304 -0.321 -0.614
H 2.530 -1.415 -0.960 0.358
H 0.249 1.177 0.931 0.402
H -2.962 -0.293 -0.400 0.219
H -0.724 -1.405 -0.142 0.240
H -2.298 1.225 0.217 0.202
H -1.312 -0.787 1.404 0.193
H -1.722 0.575 -1.331 0.215
```

Entry 6:
Below is a structure of composition C21H42BBrF11N2O7P3S, with properties calculated with ωB97M-V/def2-TZVPD.

Charge ... 0
Lowest unoccupied orbital energy ... -1.5 eV
2S+1 ... 1

Structure (XYZ):
```
89
Properties=species:S:1:pos:R:3:lowdin_charge:R:1
Br 0.207 -3.114 2.492 1.099
S -1.299 -0.379 3.989 0.703
P -2.584 1.831 7.568 0.228
P 2.821 2.016 1.657 0.768
P 0.040 2.440 2.615 0.995
F -3.659 2.430 8.614 -0.187
F 2.199 -4.469 0.467 0.121
F 3.997 -4.351 1.770 0.109
F -2.750 3.365 7.088 -0.190
F 3.786 -1.328 1.284 0.050
F -0.995 2.126 7.610 -0.194
F -3.661 0.665 7.284 -0.176
F 3.983 -3.286 -0.177 0.080
F 3.011 -2.515 3.026 0.028
F -2.360 1.488 5.996 -0.240
F -2.062 0.913 8.790 -0.186
O 0.005 2.154 -0.291 -0.146
O -1.616 2.244 2.178 -0.318
O -1.706 -1.219 5.183 -0.367
O -0.433 -3.896 -0.647 0.054
O 0.510 4.421 -3.240 -0.174
O -2.089 -0.843 2.805 -0.420
O 3.110 2.499 3.102 -0.451
N -0.188 -0.176 0.063 0.159
N -2.082 -2.249 0.251 -0.142
C 1.662 3.024 -4.939 -0.078
C 1.260 -0.275 2.511 -0.269
C 0.285 -2.090 -3.466 -0.154
C 3.145 -3.599 0.929 -0.375
C 0.718 1.004 0.165 -0.324
C -2.807 -3.433 0.820 -0.106
C 0.249 2.506 -1.661 -0.151
C 1.125 1.105 1.713 -0.476
C 2.751 -2.249 1.640 -0.309
C 1.534 -1.680 -1.098 -0.112
C 1.819 4.132 -3.768 -0.255
C 0.419 4.106 -1.830 -0.162
C 0.610 4.183 2.061 -0.260
C -2.829 -1.967 -1.041 -0.084
C -2.598 -2.390 -5.976 -0.134
C 0.504 -0.387 3.897 -0.298
C -1.184 -1.652 -5.679 -0.223
C 0.583 -1.487 0.166 -0.228
C 1.073 -1.079 -2.493 -0.161
C 1.295 -1.643 1.609 -0.366
C -1.075 -1.437 -4.068 -0.196
B -0.640 -2.591 -0.063 -0.599
H -2.568 -3.000 -6.945 0.074
H 1.827 -2.770 -1.303 0.136
H -2.666 -0.914 -1.432 0.087
H 1.156 2.045 -2.158 0.109
H 2.533 3.680 -2.993 0.118
H -0.335 -4.578 0.054 0.094
H 2.793 3.112 0.724 0.031
H -0.816 -0.164 -0.769 0.162
H -3.941 -2.023 -0.759 0.113
H 3.883 1.158 1.243 0.030
H -0.870 -0.076 0.861 0.166
H -1.130 -0.316 -3.882 0.097
H 0.936 -2.280 -4.393 0.108
H -3.467 -3.974 0.051 0.106
H 2.559 3.014 -5.640 0.081
H -2.665 -2.791 -1.807 0.094
H 0.867 0.522 4.509 0.130
H -2.139 -4.230 1.268 0.064
H -0.351 4.814 2.112 0.071
H 0.945 4.225 0.979 0.000
H 1.683 0.940 -0.426 0.147
H -3.453 -3.028 1.675 0.117
H 0.473 -0.118 -2.464 0.071
H -3.435 -1.622 -6.058 0.076
H -2.009 -1.910 -3.640 0.063
H 2.533 -1.165 -0.845 0.121
H 0.906 -1.266 4.519 0.119
H 0.083 -3.111 -3.020 0.110
H 1.528 1.975 -4.490 0.061
H -1.730 0.925 4.303 0.082
H 0.749 3.327 -5.544 0.084
H 1.328 4.654 2.800 0.066
H 2.352 -0.193 2.888 0.132
H -0.465 4.670 -1.394 0.142
H -2.885 -3.127 -5.156 0.069
H 1.373 4.492 -1.333 0.123
H -0.384 -2.355 -6.065 0.096
H -1.205 -0.648 -6.203 0.102
H 2.341 5.026 -4.237 0.127
H -1.802 2.829 1.408 0.059
H 2.039 -0.814 -3.059 0.131
H -0.660 2.196 -2.289 0.148
```

Entry 7:
Below is a cluster of 2 separate species, C5H8O in total, with properties calculated with ωB97M-V/def2-TZVPD.

ΔE to the lowest compared entry with this formula, charge and spin ... 3.2292 eV
SMILES ... C=C=C=CC.O
Charge ... 0
Lowest unoccupied orbital energy ... 0.5 eV
2S+1 ... 1

Structure (XYZ):
```
14
Properties=species:S:1:pos:R:3:nbo_charge:R:1
O 0.696 -0.648 1.767 -0.933
C -1.301 -0.616 -1.018 -0.019
C 0.996 0.369 -0.604 -0.119
C 1.171 1.690 0.072 -0.645
C -2.411 -1.261 -0.718 -0.474
C -0.159 -0.052 -1.087 -0.089
H 1.264 -1.404 1.571 0.466
H -0.062 -0.790 1.193 0.481
H 1.758 1.587 0.991 0.239
H -3.247 -0.722 -0.280 0.219
H 1.858 -0.298 -0.668 0.211
H 0.211 2.158 0.318 0.223
H -2.483 -2.333 -0.897 0.218
H 1.709 2.318 -0.640 0.222
```

Max |F| for every record listed, in sequence, given in eV Å⁻¹: 4.81, 2.05, 8.08, 4.50, 1.15, 6.83, 0.74.
Energy for every record listed, in sequence, given in eV: -100686.070, -8932.213, -57501.679, -101530.167, -8731.251, -179079.205, -7359.026.